(A)
The following is a DFT calculation (ωB97M-V with the def2-TZVPD basis set) of a 2-piece molecular cluster, H2 overall.

```
! RIJCOSX wB97M-V def2-TZVPD def2/J DEFGRID3
* xyz -1 2
H 0.0000 0.0000 -0.7263
H 0.0000 0.0000 0.7263
*
```

HOMO energy (spin up / spin down): 1.018 / -2.500 eV
LUMO level (spin up / spin down): 10.59 / 7.51 eV

=====

(B)
The following is a DFT calculation (ωB97M-V with the def2-TZVPD basis set) of a 2-piece molecular cluster, H2 overall.

```
! RIJCOSX wB97M-V def2-TZVPD def2/J DEFGRID3
* xyz -1 2
H 0.0000 0.0000 0.5752
H 0.0000 0.0000 -0.5752
*
```

HOMO energy (spin up / spin down): 2.032 / -4.103 eV
LUMO level (spin up / spin down): 10.52 / 7.97 eV

=====

Preferred: (B); penalty for the next structure: 26.8 kJ/mol.